# 1
A structure of composition H20HeO10. Source: the Open Molecules 2025 dataset; level of theory: ωB97M-V with the def2-TZVPD basis set.

Results
DFT total energy = -20878.6269 eV
E_LUMO = -0.56 eV
HOMO-LUMO gap = 10.120 eV

Each line ends with the natural charge from an NBO analysis.
Geometry (Å):
He  0.699  0.377  -0.335  0.001
O  0.124  -2.186  -1.404  -0.975
H  0.053  -2.185  -2.359  0.479
H  -0.770  -2.033  -1.097  0.494
O  -2.579  -2.187  -0.039  -0.957
H  -3.473  -2.393  -0.312  0.470
H  -2.486  -1.250  -0.210  0.483
O  1.243  -3.501  1.036  -0.955
H  1.808  -2.866  1.476  0.462
H  0.919  -3.039  0.263  0.487
O  3.245  -1.595  -2.110  -0.938
H  2.561  -1.343  -1.490  0.474
H  2.922  -2.401  -2.511  0.464
O  -1.594  0.854  3.236  -0.944
H  -1.140  1.650  3.512  0.471
H  -1.855  1.028  2.331  0.484
O  -1.875  3.160  -1.154  -0.948
H  -1.152  3.534  -1.658  0.486
H  -1.820  3.589  -0.301  0.482
O  -2.566  0.685  -0.202  -0.984
H  -2.304  1.477  -0.673  0.504
H  -3.474  0.538  -0.466  0.472
O  2.897  2.464  1.023  -0.936
H  2.879  1.769  1.681  0.479
H  2.064  2.922  1.135  0.457
O  0.841  -0.679  3.345  -0.973
H  0.751  -1.630  3.407  0.471
H  -0.053  -0.361  3.216  0.489
O  1.565  1.565  -3.277  -0.924
H  1.582  1.837  -2.359  0.468
H  0.989  2.199  -3.704  0.457


# 2
A cluster of 11 separate species, H20NO13 in total at a distorted geometry. Source: the Open Molecules 2025 dataset; level of theory: ωB97M-V with the def2-TZVPD basis set.

Results
DFT total energy = -28429.1303 eV
total charge = -1
E_LUMO = 2.86 eV
HOMO-LUMO gap = 10.375 eV

Each line ends with the natural charge from an NBO analysis.
Geometry (Å):
N  -18.411  -7.851  -34.944  0.721
O  -17.563  -7.245  -34.310  -0.554
O  -18.927  -7.353  -36.001  -0.581
O  -18.693  -9.022  -34.691  -0.517
O  -15.602  -8.083  -36.872  -0.924
H  -15.570  -7.184  -37.190  0.457
H  -16.188  -7.932  -36.118  0.464
O  -20.157  -11.896  -34.035  -0.915
H  -20.606  -11.802  -33.256  0.453
H  -19.452  -11.407  -33.892  0.463
O  -20.107  -9.221  -31.943  -0.933
H  -20.947  -9.092  -32.178  0.450
H  -19.732  -9.065  -32.811  0.476
O  -19.235  -10.081  -37.324  -0.930
H  -20.059  -10.529  -37.146  0.459
H  -19.558  -9.629  -36.598  0.475
O  -21.576  -7.957  -35.819  -0.962
H  -21.825  -7.941  -36.716  0.455
H  -20.694  -7.634  -35.926  0.481
O  -17.948  -4.254  -34.589  -0.951
H  -18.068  -5.230  -34.545  0.484
H  -18.895  -4.068  -34.339  0.455
O  -18.346  -6.160  -31.863  -0.930
H  -18.117  -5.243  -32.004  0.466
H  -18.340  -6.581  -32.603  0.458
O  -17.256  -11.735  -36.091  -0.939
H  -17.754  -11.082  -36.453  0.477
H  -16.634  -11.061  -35.474  0.454
O  -14.825  -7.872  -33.590  -0.954
H  -15.780  -7.899  -33.678  0.486
H  -14.686  -7.788  -32.594  0.461
O  -18.430  -5.961  -38.817  -0.978
H  -17.530  -5.689  -39.015  0.463
H  -18.595  -5.956  -37.703  0.510


# 3
A structure of composition H20Na3O22S3 at a distorted geometry. Source: the Open Molecules 2025 dataset; level of theory: ωB97M-V with the def2-TZVPD basis set.

Results
DFT total energy = -91131.7900 eV
total charge = -3
E_LUMO = 4.52 eV
HOMO-LUMO gap = 3.608 eV

Each line ends with the natural charge from an NBO analysis.
Geometry (Å):
Na  -11.415  -3.031  -17.052  0.960
Na  -10.392  0.826  -15.182  0.929
Na  -13.889  -0.074  -15.726  0.945
S  -9.565  -0.172  -17.856  2.617
O  -10.840  -0.944  -18.043  -1.160
O  -8.666  -0.302  -19.007  -1.112
O  -9.671  1.237  -17.558  -1.056
O  -8.835  -0.772  -16.755  -1.180
S  -13.374  2.869  -15.893  2.606
O  -12.408  1.762  -16.080  -1.182
O  -14.609  2.293  -15.278  -1.179
O  -12.742  3.872  -15.104  -1.077
O  -13.790  3.249  -17.242  -1.116
S  -11.388  -1.747  -14.153  2.698
O  -12.514  -2.079  -13.323  -1.169
O  -11.876  -1.009  -15.288  -1.108
O  -10.488  -0.883  -13.452  -1.084
O  -10.758  -3.002  -14.617  -1.142
O  -13.873  -4.236  -12.011  -0.943
H  -14.747  -3.954  -11.742  0.448
H  -13.469  -3.448  -12.375  0.486
O  -10.434  -3.057  -11.262  -0.953
H  -10.396  -2.243  -10.760  0.476
H  -11.091  -2.892  -11.938  0.488
O  -13.043  -0.955  -11.070  -0.961
H  -12.802  -1.403  -11.881  0.488
H  -13.988  -1.088  -10.994  0.437
O  -15.159  -0.987  -13.711  -0.963
H  -15.700  -1.000  -12.922  0.467
H  -14.331  -1.385  -13.441  0.489
O  -8.069  -2.770  -15.453  -1.025
H  -8.303  -2.039  -16.024  0.504
H  -8.892  -3.019  -15.032  0.466
O  -14.268  -3.725  -14.924  -0.956
H  -13.740  -3.207  -14.317  0.490
H  -14.649  -3.081  -15.521  0.452
O  -7.829  0.737  -14.499  -0.977
H  -7.846  0.076  -15.191  0.506
H  -7.982  0.244  -13.693  0.467
O  -9.099  0.389  -11.821  -0.966
H  -9.034  -0.081  -10.990  0.448
H  -9.341  -0.283  -12.459  0.496
O  -9.973  -5.391  -14.886  -0.968
H  -10.308  -4.563  -14.542  0.503
H  -9.889  -5.244  -15.828  0.441
O  -7.983  -2.974  -12.313  -0.993
H  -8.803  -3.286  -11.931  0.484
H  -8.250  -2.506  -13.104  0.483


# 4
A cluster of 10 separate species, H20O10 in total at a distorted geometry. Source: the Open Molecules 2025 dataset; level of theory: ωB97M-V with the def2-TZVPD basis set.

Results
DFT total energy = -20798.4546 eV
SMILES = O.O.O.O.O.O.O.O.O.O
E_LUMO = -0.05 eV
HOMO-LUMO gap = 10.206 eV

Each line ends with the natural charge from an NBO analysis.
Geometry (Å):
O  -0.219  0.828  -0.108  -0.958
H  0.237  0.069  -0.486  0.478
H  -0.688  1.217  -0.855  0.477
O  4.279  -0.292  -2.329  -0.942
H  4.089  -0.465  -1.400  0.471
H  4.864  -1.013  -2.587  0.471
O  0.915  -4.209  1.752  -0.920
H  1.126  -3.989  0.838  0.451
H  1.729  -4.593  2.095  0.465
O  0.659  0.862  3.739  -0.937
H  1.593  0.642  3.647  0.466
H  0.265  0.562  2.912  0.472
O  -3.957  2.472  1.365  -0.945
H  -3.555  1.669  1.014  0.464
H  -4.055  2.293  2.307  0.482
O  1.293  -2.411  -0.940  -0.926
H  0.586  -1.956  -0.468  0.471
H  1.058  -3.343  -0.873  0.459
O  -3.894  4.685  0.568  -0.933
H  -3.716  3.881  0.067  0.473
H  -4.839  4.833  0.446  0.459
O  0.614  -0.514  -2.473  -0.964
H  0.714  0.388  -2.797  0.473
H  1.097  -1.048  -3.114  0.495
O  -1.711  -2.904  1.486  -0.931
H  -2.644  -2.959  1.722  0.470
H  -1.588  -1.983  1.228  0.462
O  1.704  2.479  -2.581  -0.948
H  2.214  3.135  -2.093  0.481
H  1.827  1.665  -2.080  0.466